Formula: C5H30N3O8
Source: the OMol25 dataset
Level of theory: the ωB97M-V functional and the def2-TZVPD basis

Structure (XYZ):
```
46
Properties=species:S:1:pos:R:3:nbo_charge:R:1
C -0.95 -4.33 -0.21 -0.61
C -0.73 -2.87 0.23 -0.05
C -1.95 -1.95 0.20 -0.46
C -1.69 -0.47 -0.15 0.25
C -1.56 -0.20 -1.45 -0.25
N -1.29 1.04 -2.20 -0.70
N -1.98 0.40 0.85 -0.79
N 0.49 -2.38 -0.42 -0.85
H -1.52 -4.88 0.55 0.21
H -1.61 -4.33 -1.08 0.20
H -0.03 -4.90 -0.20 0.24
H -0.42 -2.95 1.26 0.20
H -2.55 -1.85 1.11 0.23
H -2.75 -2.25 -0.48 0.23
H -1.57 -1.07 -2.09 0.23
H -0.73 1.67 -1.60 0.49
H -2.21 1.49 -2.24 0.42
H -0.95 0.89 -3.13 0.45
H -1.77 1.36 0.68 0.39
H -1.72 0.23 1.82 0.41
H 0.40 -2.05 -1.35 0.36
H 0.99 -1.74 0.17 0.36
H 1.32 1.24 -0.82 0.50
H 1.44 2.60 -1.58 0.50
O 1.28 1.66 -1.67 -0.99
H 1.68 -0.46 3.14 0.50
H 0.40 -1.19 3.56 0.47
O 0.74 -0.58 2.89 -0.98
H -1.33 3.96 -0.35 0.48
H -1.04 3.15 0.88 0.50
O -0.89 3.16 -0.08 -1.00
H 3.83 0.50 2.92 0.49
H 3.22 0.18 1.46 0.51
O 3.09 0.61 2.33 -1.00
H 3.77 0.21 -0.55 0.51
H 2.39 -0.55 -0.83 0.50
O 2.88 0.02 -0.24 -0.98
H -1.33 3.14 3.24 0.51
H -0.27 2.10 2.54 0.51
O -1.12 2.51 2.55 -0.99
H 2.69 2.14 1.33 0.49
H 1.77 3.37 1.43 0.46
O 2.36 2.90 0.83 -0.97
H -0.16 -1.27 -4.58 0.47
H -1.03 -2.45 -4.74 0.49
O -0.98 -1.65 -4.22 -0.95
```

Calculated values
Energy, Ha: -974.444080
LUMO, Ha: -0.0934
HOMO level, eV: -11.3
Charge: +1

=====

Formula: C5H30NO12
Source: the OMol25 dataset
Level of theory: the ωB97M-V functional and the def2-TZVPD basis

Structure (XYZ):
```
48
Properties=species:S:1:pos:R:3:nbo_charge:R:1
C -3.30 -0.69 0.38 -0.06
O -2.62 -1.85 0.58 -0.72
C -3.33 -0.45 -1.23 -0.42
C -2.42 0.82 -1.40 -0.40
C -0.94 0.72 -1.07 -0.53
C -0.28 2.05 -1.78 0.69
N 0.55 2.78 -1.01 -0.83
O -0.41 2.22 -2.96 -0.65
H -2.77 0.09 0.97 0.16
H -4.27 -0.71 0.66 0.16
H -4.25 -0.11 -1.65 0.19
H -3.00 -1.35 -1.67 0.21
H -2.54 0.99 -2.45 0.21
H -3.04 1.58 -0.86 0.21
H -0.33 -0.18 -1.39 0.23
H -0.86 0.67 0.03 0.22
H 0.94 3.77 -1.20 0.42
H 0.54 2.40 -0.03 0.42
H 1.85 -4.01 -1.05 0.47
H 1.55 -2.48 -0.48 0.50
O 1.67 -3.08 -1.28 -1.03
H -1.74 2.63 2.67 0.47
H -1.31 1.22 2.26 0.51
O -1.38 2.22 1.91 -1.02
H 0.51 2.74 1.96 0.50
H 1.89 3.42 2.21 0.47
O 1.00 3.44 2.42 -0.98
H 2.41 1.09 0.50 0.51
H 3.45 2.06 0.93 0.47
O 2.46 2.00 0.84 -0.99
H -0.05 -0.60 3.04 0.52
H -0.97 -0.79 1.74 0.49
O -0.95 -0.36 2.66 -1.01
H 2.68 -1.35 0.48 0.51
H 3.95 -0.89 0.94 0.47
O 3.23 -0.55 0.41 -0.98
H 1.40 -1.83 2.13 0.50
H 2.02 -0.70 3.20 0.45
O 1.39 -1.49 3.21 -1.06
H 3.47 -0.74 -1.87 0.46
H 2.99 -2.08 -1.71 0.47
O 3.57 -1.59 -2.22 -0.96
H 0.36 -2.55 0.74 0.45
H -1.74 -1.76 0.10 0.46
O 0.99 -1.87 0.85 -1.17
H -0.43 -2.21 -3.12 0.48
H -0.89 -0.89 -3.71 0.47
O -1.05 -1.76 -3.66 -0.95
```

Calculated values
Energy, Ha: -1166.155215
LUMO, Ha: 0.0972
HOMO level, eV: -6.9
Charge: -1

=====

Formula: C5H30NO8S2
Source: the OMol25 dataset
Level of theory: the ωB97M-V functional and the def2-TZVPD basis

Structure (XYZ):
```
46
Properties=species:S:1:pos:R:3:nbo_charge:R:1
N -0.15 0.21 -1.21 -0.75
C 1.32 -0.09 -1.08 -0.08
C 2.05 0.98 -1.96 -0.65
C 1.40 -1.50 -1.77 -0.60
S 0.04 -2.58 -1.32 0.05
S 0.02 -3.77 0.22 0.14
C -0.93 -3.00 1.64 -0.53
C -2.49 -2.93 1.33 -0.65
H -0.73 -0.23 -0.46 0.45
H -0.48 -0.03 -2.24 0.47
H -0.46 1.23 -1.15 0.49
H 1.70 0.01 -0.01 0.27
H 2.97 0.42 -2.45 0.23
H 2.43 1.79 -1.21 0.24
H 1.47 1.57 -2.69 0.25
H 2.45 -1.96 -1.71 0.27
H 1.25 -1.39 -2.84 0.25
H -0.43 -1.97 1.72 0.16
H -0.90 -3.78 2.56 0.27
H -2.66 -2.47 0.36 0.21
H -3.04 -2.46 2.19 0.23
H -3.01 -3.95 1.23 0.24
H 0.85 -0.33 -5.10 0.50
H -0.64 0.12 -4.83 0.48
O 0.20 0.23 -4.58 -0.97
H 0.00 0.12 3.28 0.50
H -0.84 -0.88 2.47 0.47
O -0.85 -0.09 3.07 -0.94
H -3.04 2.74 -1.36 0.48
H -1.87 2.79 -2.36 0.50
O -2.41 2.24 -1.76 -0.97
H -0.66 3.57 1.82 0.50
H 0.03 4.97 2.21 0.50
O 0.08 4.15 1.67 -1.01
H 2.51 -0.60 2.81 0.49
H 2.11 0.87 2.94 0.50
O 1.71 0.09 2.57 -0.99
H -0.74 3.78 -0.13 0.50
H 0.08 4.48 -1.10 0.48
O -0.58 3.72 -1.13 -0.99
H -2.44 2.58 2.51 0.48
H -1.39 1.36 2.68 0.52
O -1.69 2.18 2.17 -1.02
H 2.84 3.25 2.91 0.48
H 1.72 2.84 1.99 0.49
O 2.67 2.59 2.14 -0.97
```

Calculated values
Energy, Ha: -1661.230910
LUMO, Ha: -0.0889
HOMO level, eV: -11.9
Charge: +1

=====

Formula: C5H31N2O10
Source: the OMol25 dataset
Level of theory: the ωB97M-V functional and the def2-TZVPD basis

Structure (XYZ):
```
48
Properties=species:S:1:pos:R:3:nbo_charge:R:1
N -1.97 0.71 -0.39 -0.85
C -0.64 1.15 0.09 -0.25
C -0.21 0.37 1.33 -0.28
N 1.26 0.31 1.52 -0.66
C 2.61 -1.73 1.84 -0.64
C 1.86 -0.86 0.84 -0.09
C 2.91 -0.27 -0.20 -0.04
O 2.22 0.11 -1.35 -0.82
H -2.58 0.45 0.37 0.33
H -1.85 -0.17 -0.91 0.36
H -0.63 2.19 0.32 0.18
H -0.05 0.88 -0.84 0.23
H -0.47 -0.68 1.25 0.21
H -0.89 0.62 2.16 0.19
H 1.44 0.36 2.50 0.36
H 2.29 -2.75 1.72 0.22
H 3.72 -1.64 1.81 0.21
H 2.30 -1.66 2.92 0.20
H 1.16 -1.43 0.25 0.20
H 3.54 -1.11 -0.55 0.14
H 3.51 0.53 0.23 0.17
H 1.36 -0.40 -1.60 0.51
H 0.58 -1.40 -3.30 0.45
O 0.31 -0.80 -2.60 -1.20
H -2.39 3.16 -0.34 0.48
H -1.11 3.85 -0.70 0.47
O -2.01 4.05 -0.41 -0.95
H -0.35 1.62 -3.83 0.47
H 0.93 1.49 -3.17 0.49
O 0.49 2.11 -3.79 -0.97
H -0.15 -1.81 -1.50 0.51
H -0.66 -3.23 -1.86 0.47
O -0.55 -2.69 -1.08 -1.06
H -0.38 -1.73 3.69 0.49
H -0.81 -0.48 4.53 0.47
O -0.84 -1.44 4.48 -0.97
H -0.72 -2.76 0.71 0.53
H -1.93 -3.01 1.78 0.47
O -1.18 -2.47 1.53 -1.01
H -1.34 -1.15 -3.16 0.50
H -2.71 -0.65 -2.66 0.46
O -2.30 -1.05 -3.43 -0.99
H 2.60 2.65 0.22 0.48
H 2.88 2.85 -1.19 0.48
O 3.00 3.33 -0.35 -0.96
H -3.17 -1.05 3.04 0.47
H -3.17 -0.61 1.70 0.46
O -3.52 -0.26 2.54 -0.93
```

Calculated values
Energy, Ha: -1071.030158
LUMO, Ha: 0.0922
HOMO level, eV: -5.9
Charge: -1

=====

Formula: C5H31N2O9
Source: the OMol25 dataset
Level of theory: the ωB97M-V functional and the def2-TZVPD basis

Structure (XYZ):
```
47
Properties=species:S:1:pos:R:3:nbo_charge:R:1
C -1.01 3.42 -1.17 -0.58
C -0.79 1.98 -0.62 -0.07
C -2.01 1.10 -0.81 -0.46
C -1.62 -0.30 -1.15 -0.17
C -1.72 -1.31 -0.30 0.04
N -1.29 -2.66 -0.69 -0.78
N -0.41 2.02 0.83 -0.50
H -1.90 3.88 -0.74 0.24
H -0.14 4.09 -1.01 0.25
H -1.20 3.41 -2.26 0.28
H 0.08 1.52 -1.17 0.25
H -2.62 1.13 0.10 0.24
H -2.65 1.47 -1.64 0.28
H -1.22 -0.50 -2.14 0.26
H -2.07 -1.25 0.73 0.23
H -0.29 -2.87 -0.28 0.48
H -1.90 -3.39 -0.29 0.45
H -1.23 -2.76 -1.74 0.48
H -1.04 2.58 1.39 0.44
H 0.51 2.35 0.99 0.43
H -0.37 0.51 1.57 0.47
H -0.34 0.06 3.05 0.51
O -0.15 -0.25 2.20 -0.93
H -0.76 -3.25 2.91 0.51
H -0.49 -1.97 2.07 0.48
O -0.66 -2.87 2.01 -0.99
H 2.86 2.98 2.13 0.51
H 3.21 2.96 0.59 0.52
O 2.62 2.63 1.26 -0.99
H 3.90 -1.94 -0.25 0.51
H 2.76 -1.00 0.28 0.51
O 2.96 -1.72 -0.40 -1.02
H -3.13 4.26 2.04 0.50
H -2.14 4.25 3.18 0.50
O -2.35 3.75 2.37 -0.99
H 2.70 -2.17 -3.42 0.50
H 2.36 -1.64 -2.00 0.51
O 2.04 -1.70 -2.94 -0.99
H 2.47 0.89 1.41 0.49
H 1.48 -0.15 1.73 0.48
O 2.44 -0.04 1.51 -0.96
H -0.62 -2.95 -4.06 0.51
H 0.44 -2.09 -3.11 0.53
O -0.52 -2.39 -3.26 -1.03
H 1.80 -2.93 -0.03 0.50
H 0.93 -3.58 1.04 0.50
O 1.09 -3.58 0.08 -0.94
```

Calculated values
Energy, Ha: -995.156873
LUMO (spin up / spin down), Ha: -0.2006 / -0.4378
2S+1: 2
HOMO level (spin up / spin down), eV: -16.7 / -16.4
Expectation value of S²: 0.756
Charge: +2

=====

Formula: C5H31NO12
Source: the OMol25 dataset
Level of theory: the ωB97M-V functional and the def2-TZVPD basis

Structure (XYZ):
```
49
Properties=species:S:1:pos:R:3:nbo_charge:R:1
C 0.01 -1.30 3.51 -0.43
N 0.32 -1.01 2.11 -0.67
C 0.32 0.42 1.69 -0.17
C 0.00 0.51 0.25 -0.46
C -1.44 0.17 -0.26 -0.07
O -2.19 1.37 -0.45 -0.76
C 1.53 1.12 2.32 0.49
O 2.24 1.99 1.85 -0.58
H -1.05 -1.63 3.54 0.20
H 0.78 -2.01 3.82 0.21
H 0.13 -0.54 4.29 0.18
H 1.24 -1.35 1.82 0.40
H -0.48 0.86 2.30 0.25
H 0.39 1.44 -0.17 0.23
H 0.72 -0.13 -0.32 0.21
H -2.07 -0.27 0.53 0.19
H -1.28 -0.52 -1.08 0.20
H -1.68 2.07 -0.90 0.49
H 1.66 0.91 3.41 0.12
H 0.19 -2.79 -2.93 0.48
H 0.41 -1.69 -2.16 0.50
O -0.03 -2.56 -2.01 -0.98
H 1.49 -3.27 -0.83 0.51
H 2.28 -4.52 -0.32 0.48
O 2.38 -3.64 -0.69 -0.97
H 2.93 -2.36 0.42 0.51
H 3.03 -2.41 1.93 0.46
O 3.04 -1.77 1.21 -0.98
H 0.62 3.04 -1.63 0.51
H 1.09 2.84 -3.14 0.48
O 0.33 2.85 -2.54 -1.01
H -2.32 2.35 1.26 0.49
H -2.26 3.32 2.39 0.47
O -1.66 2.79 1.83 -0.96
H -1.82 0.43 -3.62 0.52
H -0.63 1.39 -4.27 0.49
O -1.02 0.51 -4.15 -0.99
H 1.66 4.24 0.15 0.48
H 1.57 2.97 0.70 0.50
O 1.12 3.46 -0.07 -1.00
H -3.99 1.26 -2.34 0.49
H -3.48 -0.09 -1.94 0.48
O -3.51 0.50 -2.69 -0.95
H -1.09 -4.04 0.96 0.47
H -1.10 -2.69 1.66 0.49
O -1.22 -3.66 1.84 -0.96
H 0.40 0.59 -3.01 0.50
H 1.28 0.69 -1.73 0.47
O 1.15 0.17 -2.53 -0.99
```

Calculated values
Energy, Ha: -1166.684524
LUMO, Ha: 0.0118
HOMO level, eV: -9.2
SMILES: CN[C@@H](C=O)CCO.O.O.O.O.O.O.O.O.O.O

=====

Formula: C5H32N2O10
Source: the OMol25 dataset
Level of theory: the ωB97M-V functional and the def2-TZVPD basis

Structure (XYZ):
```
49
Properties=species:S:1:pos:R:3:nbo_charge:R:1
C -0.32 -0.80 -1.64 -0.24
N -0.67 0.35 -0.79 -0.67
C 0.06 0.47 0.45 -0.06
C 1.45 1.14 0.24 -0.10
O 2.34 0.29 1.02 -0.76
C -0.72 1.31 1.52 -0.19
N -1.43 0.38 2.41 -0.88
C -1.42 -1.12 -2.62 -0.62
H -0.26 -1.69 -0.99 0.17
H 0.69 -0.72 -2.07 0.23
H -0.49 1.18 -1.35 0.38
H 0.18 -0.45 1.03 0.18
H 1.53 2.18 0.57 0.17
H 1.76 1.10 -0.81 0.21
H 3.10 0.80 1.29 0.47
H -1.33 2.02 0.99 0.17
H 0.01 1.72 2.22 0.19
H -1.80 0.87 3.22 0.36
H -2.24 -0.08 2.00 0.37
H -2.42 -1.05 -2.19 0.21
H -1.28 -2.03 -3.20 0.22
H -1.45 -0.37 -3.42 0.20
H -0.67 3.32 -1.45 0.48
H 0.26 4.27 -2.12 0.47
O -0.04 3.36 -2.20 -0.97
H 1.53 -3.30 0.45 0.50
H 1.93 -4.51 -0.51 0.48
O 2.05 -3.58 -0.34 -1.01
H -2.56 3.87 -1.03 0.47
H -2.30 2.95 0.18 0.50
O -1.97 3.74 -0.28 -0.96
H -4.38 2.06 -0.16 0.47
H -3.57 0.81 0.11 0.50
O -3.75 1.69 0.48 -0.96
H 1.05 -2.01 2.02 0.51
H -0.01 -1.87 1.08 0.46
O 0.48 -2.61 1.49 -0.94
H 3.09 -2.14 -0.91 0.51
H 3.66 -0.81 -0.43 0.48
O 3.83 -1.53 -1.05 -0.98
H 3.31 -0.37 -2.37 0.50
H 2.94 0.47 -3.63 0.47
O 2.67 0.27 -2.73 -0.99
H 0.40 -0.83 3.69 0.48
H 0.43 -2.05 4.46 0.47
O 1.01 -1.55 3.88 -0.95
H -3.78 -2.23 0.39 0.49
H -2.44 -1.46 0.10 0.49
O -3.39 -1.37 0.26 -0.97
```

Calculated values
Energy, Ha: -1071.580805
LUMO, Ha: 0.0113
HOMO level, eV: -8.9
SMILES: CCN[C@H](CN)CO.O.O.O.O.O.O.O.O.O

=====

Formula: C5H32N3O9
Source: the OMol25 dataset
Level of theory: the ωB97M-V functional and the def2-TZVPD basis

Structure (XYZ):
```
49
Properties=species:S:1:pos:R:3:nbo_charge:R:1
C 1.25 0.05 2.61 -0.21
C 1.60 1.24 1.66 -0.42
C 1.12 1.38 0.20 -0.45
C 2.20 1.15 -0.87 -0.25
N 1.61 0.33 -1.94 -0.53
C 1.34 -0.93 -1.67 0.39
N 1.88 -1.58 -0.66 -0.78
N -0.18 -0.06 2.77 -0.88
H 1.63 -0.86 2.09 0.17
H 1.80 0.25 3.52 0.22
H 1.38 2.18 2.20 0.21
H 2.71 1.37 1.68 0.21
H 0.76 2.47 0.06 0.27
H 0.25 0.70 0.15 0.20
H 2.54 2.10 -1.32 0.23
H 3.13 0.76 -0.43 0.22
H 1.20 0.77 -2.77 0.46
H 0.61 -1.44 -2.31 0.23
H 1.31 -2.39 -0.38 0.46
H 2.54 -1.20 0.03 0.44
H -0.74 -0.04 1.93 0.41
H -0.59 0.41 3.55 0.39
H -0.48 -3.05 3.56 0.49
H -0.37 -1.56 2.99 0.49
O -0.55 -2.50 2.78 -1.02
H -2.70 -0.83 -1.55 0.51
H -3.54 -0.68 -2.88 0.49
O -2.74 -0.37 -2.41 -1.00
H -1.82 1.52 0.44 0.50
H -2.81 1.30 1.40 0.48
O -2.22 0.74 0.87 -0.97
H -3.87 1.40 -0.76 0.48
H -2.68 1.59 -1.72 0.50
O -3.21 2.04 -1.05 -0.98
H -1.64 4.27 -0.95 0.48
H -0.68 3.87 -1.88 0.46
O -0.70 4.03 -0.93 -0.94
H -3.70 -2.53 0.34 0.49
H -2.41 -1.78 0.40 0.49
O -3.06 -2.10 -0.24 -0.97
H -1.09 -0.26 -4.00 0.50
H -0.77 0.94 -4.74 0.48
O -0.40 0.43 -4.00 -0.97
H 4.20 -1.80 1.05 0.49
H 4.93 -0.54 0.64 0.49
O 4.11 -0.84 1.07 -0.95
H -0.80 -3.71 -0.05 0.49
H -0.30 -3.01 1.21 0.52
O -0.03 -3.24 0.29 -1.01
```

Calculated values
Energy, Ha: -1050.919951
LUMO, Ha: -0.0839
HOMO level, eV: -12.0
Charge: +1

=====

Formula: C5H33NO11S
Source: the OMol25 dataset
Level of theory: the ωB97M-V functional and the def2-TZVPD basis

Structure (XYZ):
```
51
Properties=species:S:1:pos:R:3:nbo_charge:R:1
C 1.25 -0.70 0.99 -0.46
C 1.09 -0.40 2.48 -0.06
O 0.06 0.59 2.68 -0.79
C 0.40 0.01 -0.04 -0.26
N 0.82 1.40 -0.22 -0.66
C 0.02 2.14 -1.18 -0.23
C 0.33 1.70 -2.62 -0.55
S -1.07 1.14 -3.65 -0.06
H 1.09 -1.78 0.91 0.22
H 2.32 -0.77 0.76 0.23
H 0.73 -1.30 2.97 0.19
H 1.96 -0.07 3.04 0.19
H 0.40 1.44 2.37 0.50
H 0.37 -0.49 -1.00 0.22
H -0.59 0.01 0.44 0.19
H 0.96 1.93 0.62 0.39
H -1.07 2.17 -1.00 0.16
H 0.32 3.17 -1.03 0.21
H 1.17 1.01 -2.61 0.24
H 0.74 2.58 -3.11 0.22
H -2.10 1.54 -2.90 0.14
H 0.92 -3.06 -2.52 0.49
H 0.38 -2.47 -1.18 0.51
O 1.16 -2.59 -1.72 -0.97
H -1.17 -0.89 2.81 0.51
H -2.42 -1.49 1.93 0.50
O -1.60 -1.67 2.41 -1.00
H 4.08 0.73 -0.34 0.50
H 2.76 1.44 -0.71 0.51
O 3.53 1.49 -0.12 -0.99
H -3.24 0.00 0.31 0.48
H -3.28 1.11 1.38 0.50
O -3.20 0.15 1.27 -1.03
H 2.50 -1.43 -1.94 0.51
H 3.97 -1.37 -2.41 0.47
O 3.31 -0.89 -1.90 -1.00
H -2.36 1.83 3.79 0.48
H -1.64 1.57 2.47 0.49
O -2.36 2.08 2.86 -0.96
H -1.71 0.22 -0.94 0.49
H -2.49 -0.98 -1.32 0.50
O -2.62 -0.04 -1.10 -0.96
H -2.28 -3.14 -1.85 0.47
H -2.28 -2.40 -3.15 0.47
O -1.73 -2.55 -2.38 -0.94
H -1.60 -2.42 0.75 0.51
H -2.74 -2.77 -0.24 0.46
O -1.79 -2.79 -0.14 -0.98
H 3.13 2.39 2.78 0.47
H 3.06 2.20 1.26 0.51
O 2.51 2.43 2.05 -1.02
```

Calculated values
Energy, Ha: -1490.829225
LUMO, Ha: 0.0030
HOMO level, eV: -8.9
SMILES: OCCCNCCS.O.O.O.O.O.O.O.O.O.O

=====

Formula: C5H33NO12
Source: the OMol25 dataset
Level of theory: the ωB97M-V functional and the def2-TZVPD basis

Structure (XYZ):
```
51
Properties=species:S:1:pos:R:3:nbo_charge:R:1
C -2.43 -0.84 2.10 -0.27
N -1.51 -0.81 0.96 -0.14
C -0.48 0.17 0.71 -0.18
C 0.09 -0.25 -0.66 -0.08
O -0.91 -0.40 -1.66 -0.75
C 0.64 0.38 1.78 -0.04
O 1.42 1.50 1.45 -0.71
C -1.72 -1.01 3.47 -0.61
H -3.10 -1.68 1.92 0.24
H -2.99 0.08 2.05 0.23
H -1.25 -1.78 0.77 0.42
H -0.96 1.15 0.59 0.27
H 0.55 -1.23 -0.58 0.23
H 0.74 0.57 -0.97 0.18
H -1.77 0.00 -1.44 0.51
H 0.28 0.70 2.75 0.22
H 1.20 -0.53 1.78 0.18
H 1.45 1.68 0.50 0.49
H -1.98 -1.93 3.98 0.25
H -2.09 -0.19 4.08 0.25
H -0.64 -0.96 3.40 0.22
H -0.05 1.92 -4.00 0.50
H -0.41 1.03 -2.75 0.50
O 0.30 1.48 -3.24 -0.98
H 0.47 3.22 -0.75 0.51
H -0.23 4.47 -0.24 0.50
O -0.40 3.54 -0.43 -1.00
H 2.01 -2.52 0.70 0.49
H 1.75 -2.93 2.15 0.46
O 1.85 -3.29 1.26 -0.96
H 3.42 -2.50 -1.01 0.49
H 2.70 -1.31 -1.68 0.52
O 2.75 -1.83 -0.85 -1.01
H 0.98 -4.50 -1.03 0.48
H -0.12 -4.29 -2.06 0.47
O 0.84 -4.26 -1.96 -0.94
H 2.88 -0.04 -3.84 0.49
H 1.74 0.61 -3.05 0.51
O 2.58 0.10 -2.93 -1.01
H -0.82 3.70 1.59 0.47
H 0.19 3.33 2.57 0.47
O -0.71 3.69 2.53 -0.94
H -1.60 -2.67 -1.17 0.47
H -3.04 -2.42 -0.63 0.46
O -2.45 -3.09 -0.99 -0.92
H -1.88 2.62 -1.29 0.52
H -3.00 1.93 -0.50 0.48
O -2.46 1.83 -1.29 -0.98
H 2.78 1.82 -1.06 0.51
H 3.07 3.16 -0.43 0.51
O 2.33 2.58 -0.64 -0.98
```

Calculated values
Energy, Ha: -1167.618462
LUMO (spin up / spin down), Ha: -0.1002 / -0.2794
2S+1: 2
HOMO level (spin up / spin down), eV: -13.6 / -13.6
Expectation value of S²: 0.755
Charge: +1